The following is a quantum chemistry calculation of a cluster of 2 separate species, C4H8O3 in total at a distorted geometry, from the OMol25 dataset.

The geometry in XYZ format:
```
15
Properties=species:S:1:pos:R:3:forces:R:3
O 3.4873 0.8654 0.3361 0.298 0.179 0.282
C 2.4081 0.5750 -0.0938 0.083 -0.408 -0.152
C 1.2702 0.0359 0.7172 0.240 -0.274 1.314
C -0.0508 0.7575 0.4092 0.398 -2.116 1.091
C -1.2970 -0.0255 0.8409 0.692 0.369 -1.048
O -2.3852 0.4467 0.6858 -0.480 -0.097 0.495
H 2.2268 0.6448 -1.1792 -0.210 0.097 -0.208
H 1.5180 0.0931 1.7860 0.085 0.811 -0.095
H 1.3170 -1.0558 0.6969 -0.565 -0.253 -1.108
H 0.0419 1.6673 0.9931 -0.616 0.676 -0.876
H -0.2189 0.7339 -0.6661 0.200 1.096 -0.174
H -1.1305 -1.0939 1.0589 -0.160 -0.125 0.418
O -2.5376 -2.1201 -2.1345 -0.726 -0.459 0.237
H -3.1829 -1.4321 -1.9662 0.166 0.834 -0.019
H -3.1294 -2.8686 -1.9648 0.594 -0.330 -0.157
```
Forces are in eV/Å.

Values from the calculation:
SMILES: O=CCCC=O.O
Maximum force, eV/Å: 2.4
Energy, Ha: -382.8830
Relative energy (zero: lowest compared OMol25 entry of this formula, charge and spin), kcal per mole: 51.4
HOMO level, eV: -9.924
Molecular weight, g/mol: 104.1
HOMO-LUMO gap, eV: 10.6
Total charge: 0